1.
{
  "formula": "C6H10",
  "method": "ωB97M-V with the def2-TZVPD basis set",
  "homo_ev": -8.39,
  "energy_ev": -6382.601,
  "largest_force_ev_per_a": 2.81,
  "homo_lumo_gap_ha": 0.3463,
  "symbols": ["C", "C", "C", "C", "C", "C", "H", "H", "H", "H", "H", "H", "H", "H", "H", "H"],
  "positions_angstrom": [[-2.35722, 0.42494, -0.49595], [-1.28050, 0.94423, 0.09514], [0.03589, 0.29659, 0.02032], [1.27162, 1.14082, 0.27903], [0.24485, -1.03752, 0.05893], [1.60983, -1.69459, 0.02190], [-2.31133, -0.57179, -0.92514], [-3.33561, 0.88077, -0.44678], [-1.34401, 1.89515, 0.60594], [0.82668, 2.09543, 0.60644], [2.03643, 0.76455, 0.95381], [1.84527, 1.40169, -0.61828], [-0.56240, -1.73500, -0.15308], [2.15042, -1.17600, -0.78010], [2.15961, -1.56364, 0.96140], [1.48178, -2.76372, -0.13163]],
  "atomic_forces_ev_per_a": [[-0.033, -0.192, 0.560], [-0.338, -0.469, -1.025], [1.691, -1.570, 1.606], [-0.866, 1.527, -0.640], [-0.461, 0.117, -1.084], [-0.571, 0.775, 0.191], [0.039, 0.239, -0.308], [0.016, 0.123, 0.054], [0.058, 0.152, -0.020], [0.877, -0.066, 0.333], [-0.451, -0.182, 0.405], [-0.295, -0.170, -0.256], [-0.284, 0.197, 0.491], [0.349, -0.622, 0.122], [-0.021, 0.078, -0.128], [0.289, 0.064, -0.305]]
}

2.
{
  "formula": "C6H10",
  "method": "ωB97M-V with the def2-TZVPD basis set",
  "homo_ev": -8.16,
  "energy_ev": -6379.512,
  "largest_force_ev_per_a": 1.40,
  "homo_lumo_gap_ha": 0.3337,
  "symbols": ["C", "C", "C", "C", "C", "C", "H", "H", "H", "H", "H", "H", "H", "H", "H", "H"],
  "positions_angstrom": [[-0.66005, 0.13351, -1.49018], [-0.75473, -0.03639, 0.03249], [-0.50354, -1.51085, 0.38795], [0.21646, 1.44702, 1.22354], [1.37659, 0.88400, 0.65796], [2.12552, 0.18950, 0.00494], [-1.52274, -0.38980, -1.94575], [0.23699, -0.32066, -1.94068], [-0.71762, 1.17583, -1.80129], [-1.65583, 0.35110, 0.45058], [-0.44631, -1.68576, 1.46174], [-1.36228, -2.09980, 0.01068], [0.38873, -1.94789, -0.08843], [0.04403, 2.52109, 0.98448], [0.13079, 1.35972, 2.32936], [3.10401, -0.07063, -0.27738]],
  "atomic_forces_ev_per_a": [[0.051, 0.363, 0.380], [-0.185, 0.663, 0.570], [0.053, 0.451, 0.300], [-0.524, -1.014, -0.813], [0.677, -0.277, -0.282], [0.796, 0.620, 0.497], [0.233, 0.176, 0.359], [-0.150, 0.228, 0.501], [0.015, 0.024, 0.001], [-0.937, -0.235, -0.139], [0.020, 0.029, 0.021], [0.216, 0.412, 0.107], [-0.172, 0.528, 0.174], [-0.298, -0.983, -0.451], [-0.288, -0.604, -0.850], [0.494, -0.378, -0.374]]
}